Entry 1:
123
Properties=species:S:1:pos:R:3:mulliken_charge:R:1 method="wB97M-V/def2-TZVPD" e_lumo_ha=0.0003 e_above_lowest_kj_mol=2517.4
C 1.92 -2.85 -4.83 -1.9420
C 1.81 -1.86 -3.63 1.6102
C 2.38 -2.56 -2.33 -3.1229
C 2.55 -1.60 -1.13 0.2521
C 3.34 -0.39 -1.55 -2.0838
C 2.75 0.33 -2.80 0.3678
N 2.51 -0.62 -3.88 0.5072
O 2.11 0.02 -5.08 -0.4678
C 1.50 1.09 -2.33 -3.1294
C 3.82 1.40 -3.31 -2.0985
C 0.26 -1.74 -3.36 -2.5692
H 1.27 -2.52 -5.64 0.3955
H 1.79 -3.90 -4.57 0.3578
H 2.93 -2.80 -5.22 0.4858
H 1.69 -3.32 -1.96 0.6203
H 3.37 -2.93 -2.58 0.6498
H 3.08 -2.17 -0.36 1.5549
H 1.60 -1.55 -0.60 0.5255
H 4.34 -0.81 -1.64 0.4614
H 3.61 0.34 -0.79 1.3876
H 0.74 0.96 -3.11 1.9797
H 1.13 0.62 -1.42 0.4355
H 1.63 2.16 -2.13 1.3463
H 4.23 1.97 -2.48 0.3161
H 4.64 0.88 -3.82 0.4379
H 3.26 2.01 -4.02 0.4789
H -0.33 -2.65 -3.39 1.2143
H -0.14 -0.93 -3.98 0.7703
H 0.15 -1.37 -2.34 0.2059
H 2.91 0.05 -5.60 0.3668
C -4.82 0.86 -0.62 -1.8803
C -3.35 0.33 -0.71 2.2823
C -2.95 0.24 -2.27 -0.4594
C -2.59 1.64 -2.82 -1.5343
C -1.55 2.27 -1.94 -0.4142
C -1.87 2.40 -0.45 1.7720
N -2.38 1.10 0.03 2.3535
O -2.63 1.12 1.39 -0.3971
C -0.47 2.55 0.18 -0.7572
C -2.84 3.56 -0.20 -1.6801
C -3.43 -1.12 -0.18 -2.0090
H -5.55 0.05 -0.66 0.4840
H -5.00 1.67 -1.33 0.3138
H -5.08 1.39 0.30 0.3200
H -2.09 -0.41 -2.42 -0.5276
H -3.63 -0.28 -2.94 0.5849
H -3.47 2.27 -2.97 0.4206
H -2.26 1.35 -3.82 0.7261
H -1.22 3.19 -2.42 0.7956
H -0.69 1.62 -2.08 -1.2003
H 0.14 1.65 0.09 -1.7961
H 0.23 3.27 -0.24 0.9989
H -0.54 2.63 1.27 0.5445
H -2.30 4.51 -0.24 0.4055
H -3.76 3.67 -0.79 0.3085
H -3.23 3.46 0.81 0.3519
H -4.04 -1.62 -0.94 0.9726
H -3.86 -1.15 0.82 -0.0905
H -2.54 -1.74 -0.11 -0.6164
H -2.00 0.45 1.69 -1.1199
C 0.13 0.28 1.73 -0.9228
C -0.20 -0.57 0.47 1.8970
O -1.22 -1.53 0.68 0.6521
H -0.64 0.94 2.13 0.2350
H 0.95 0.96 1.50 0.1537
H 0.62 -0.29 2.51 0.3546
H 0.76 -0.96 0.13 -1.2841
H -0.49 -0.07 -0.46 -0.4766
H -1.20 -1.90 1.57 0.4277
C 0.95 -3.27 1.81 -1.8944
C 0.78 -2.78 3.27 -0.5588
O -0.63 -2.54 3.58 -0.4716
H 0.59 -4.29 1.65 0.5172
H 1.97 -3.30 1.41 0.3293
H 0.34 -2.62 1.18 2.0404
H 1.50 -1.97 3.41 0.0002
H 1.12 -3.52 4.00 0.5831
H -0.77 -2.54 4.53 0.3836
C -2.79 -1.28 2.92 -1.2086
C -2.06 -0.62 4.12 -0.4756
O -2.24 -1.44 5.29 -0.7026
H -2.40 -0.95 1.95 -0.8634
H -3.86 -1.12 2.95 0.4105
H -2.55 -2.34 2.82 0.6080
H -2.47 0.38 4.19 0.6369
H -1.03 -0.40 3.83 0.2168
H -1.44 -1.97 5.33 0.3181
C -1.48 2.52 2.89 -1.0499
C -0.38 2.04 3.82 0.4950
O -1.01 1.18 4.72 -0.5977
H -1.94 1.76 2.26 0.2866
H -1.05 3.25 2.21 0.4778
H -2.36 2.91 3.40 0.5396
H 0.02 2.92 4.34 0.6291
H 0.48 1.74 3.21 -0.4451
H -0.38 0.94 5.41 0.2953
C 3.27 -0.16 1.05 0.1401
C 3.46 0.36 2.42 -1.9651
O 2.33 0.27 3.20 -0.4069
H 2.80 -1.14 1.05 -0.1329
H 4.24 -0.19 0.54 0.7949
H 2.61 0.46 0.45 0.0494
H 3.80 1.39 2.33 0.3441
H 4.23 -0.11 3.03 0.4960
H 2.54 0.67 4.05 0.2718
C 1.73 2.90 -0.06 -0.2097
C 2.60 3.59 1.01 -0.7692
O 3.50 4.37 0.27 -0.5573
H 0.93 2.32 0.40 0.6860
H 2.32 2.24 -0.70 -0.4558
H 1.12 3.59 -0.65 0.8699
H 3.17 2.89 1.62 -0.2090
H 2.06 4.15 1.78 0.4585
H 4.09 4.83 0.87 0.3674
C -2.36 -3.51 -1.16 -2.0307
C -0.97 -2.94 -1.43 -0.2284
O -0.31 -3.06 -0.16 -0.2611
H -2.80 -3.59 -2.16 0.5506
H -3.02 -2.95 -0.50 0.4943
H -2.25 -4.55 -0.87 0.4563
H -1.00 -1.92 -1.81 -0.6804
H -0.32 -3.49 -2.11 1.2447
H -0.44 -2.19 0.24 -1.3199

***

Entry 2:
128
Properties=species:S:1:pos:R:3:mulliken_charge:R:1 method="wB97M-V/def2-TZVPD" e_lumo_ha=0.0231 smiles=COCCOC.COCCOC.COCCOC.COCCOC.COCCOC.COCCOC.COCCOC.COCCOC e_above_lowest_kj_mol=555.4
C -8.79 15.25 35.52 -0.8009
O -7.45 15.74 35.42 -0.3824
C -7.41 17.20 35.44 -0.5759
C -7.26 17.78 36.83 -0.2481
O -7.27 19.17 36.81 -0.3207
C -7.38 19.81 38.08 -0.7246
H -9.05 14.90 36.52 0.3137
H -9.11 14.40 34.91 0.3007
H -9.61 15.95 35.38 0.3153
H -8.28 17.63 34.93 0.3757
H -6.56 17.61 34.90 0.3089
H -6.35 17.39 37.29 0.2878
H -8.13 17.34 37.31 0.2840
H -7.28 20.85 37.79 0.2750
H -6.59 19.58 38.79 0.2975
H -8.37 19.84 38.56 0.2941
C 0.63 20.83 27.30 -0.7103
O 0.32 19.47 27.45 -0.2839
C 0.05 18.90 28.74 -0.4628
C 0.04 17.41 28.57 -0.6114
O 1.30 16.72 28.41 -0.4351
C 2.06 16.93 27.27 -0.5133
H -0.33 21.30 27.55 0.2751
H 0.87 21.20 26.30 0.2457
H 1.37 21.09 28.05 0.2987
H -0.91 19.30 29.05 0.4283
H 0.74 19.06 29.57 0.3378
H -0.42 17.11 27.63 0.4296
H -0.47 16.99 29.43 0.2996
H 2.58 17.87 27.44 0.1879
H 1.36 17.15 26.46 0.2706
H 2.80 16.18 26.99 0.2434
C 0.74 19.81 40.18 -0.6610
O 0.11 20.80 39.32 -0.3852
C 0.29 20.67 37.88 -0.6032
C 1.75 21.08 37.44 -0.3663
O 2.53 20.27 38.24 -0.2644
C 3.89 20.48 38.05 -0.8038
H 1.34 20.29 40.96 0.2477
H 1.32 19.02 39.72 0.2959
H -0.13 19.33 40.63 0.2886
H -0.42 21.21 37.25 0.3617
H -0.07 19.69 37.58 0.3463
H 1.83 22.15 37.64 0.3341
H 2.02 20.79 36.42 0.3499
H 4.10 21.54 37.96 0.3277
H 4.19 19.79 37.26 0.2833
H 4.46 20.12 38.92 0.2486
C 10.36 27.16 26.99 -0.7312
O 10.29 26.72 28.38 -0.3183
C 9.93 27.84 29.23 -0.4961
C 9.87 27.31 30.71 -0.6021
O 8.77 26.35 30.99 -0.3358
C 7.46 26.86 30.96 -0.7552
H 11.25 27.78 26.89 0.2947
H 9.47 27.69 26.66 0.2958
H 10.48 26.37 26.26 0.2717
H 9.09 28.44 28.87 0.3947
H 10.81 28.46 29.11 0.4028
H 9.70 28.17 31.36 0.3939
H 10.85 26.94 30.98 0.3192
H 7.02 26.90 29.96 0.2763
H 7.29 27.75 31.55 0.3213
H 6.77 26.17 31.46 0.2684
C 6.24 24.77 43.65 -0.6060
O 7.11 25.75 44.18 -0.3392
C 6.40 26.98 44.52 -0.5696
C 5.70 27.63 43.29 -0.6076
O 6.71 27.81 42.29 -0.3177
C 6.14 28.18 41.05 -0.7405
H 5.38 24.59 44.29 0.3026
H 6.79 23.83 43.57 0.2432
H 5.89 25.09 42.66 0.2044
H 7.12 27.70 44.91 0.3578
H 5.57 26.89 45.22 0.3721
H 5.45 28.64 43.63 0.4447
H 4.84 27.04 42.96 0.3991
H 6.85 28.54 40.31 0.2692
H 5.48 29.06 41.09 0.3067
H 5.60 27.33 40.63 0.2808
C 13.13 18.77 33.53 -0.6387
O 13.49 17.65 34.23 -0.3521
C 13.86 17.86 35.59 -0.4445
C 12.64 17.89 36.57 -0.4228
O 12.04 19.17 36.39 -0.3433
C 12.59 20.26 37.20 -0.6850
H 12.53 18.48 32.67 0.2519
H 14.00 19.17 33.00 0.2569
H 12.49 19.45 34.09 0.2697
H 14.54 18.70 35.78 0.3043
H 14.52 17.02 35.81 0.3538
H 12.98 17.75 37.60 0.3341
H 11.86 17.17 36.31 0.2874
H 13.66 20.36 36.98 0.3045
H 12.32 20.19 38.25 0.2810
H 12.11 21.12 36.73 0.2427
C 0.17 32.82 36.45 -0.7540
O -1.23 32.68 36.14 -0.3793
C -1.83 31.69 36.82 -0.4954
C -1.42 30.24 36.48 -0.3751
O -0.99 29.55 37.59 -0.3636
C -1.83 29.24 38.72 -0.6646
H 0.80 32.07 35.97 0.2676
H 0.40 32.89 37.52 0.3317
H 0.41 33.82 36.08 0.2565
H -2.88 31.72 36.53 0.3383
H -1.81 31.87 37.90 0.4451
H -0.57 30.20 35.80 0.2653
H -2.08 29.63 35.87 0.3228
H -1.30 29.25 39.67 0.2181
H -2.14 28.20 38.66 0.2646
H -2.68 29.92 38.77 0.3220
C -1.05 17.36 48.03 -0.7077
O -0.16 16.78 49.06 -0.3658
C 0.72 15.86 48.43 -0.5818
C 0.16 14.40 48.39 -0.4465
O -0.68 14.11 47.29 -0.2850
C -0.91 12.71 47.09 -0.7209
H -1.26 18.37 48.36 0.2852
H -1.99 16.82 47.89 0.2499
H -0.51 17.62 47.12 0.3152
H 1.61 15.76 49.06 0.3590
H 1.13 16.19 47.47 0.3610
H -0.38 14.12 49.29 0.3467
H 1.10 13.85 48.37 0.3547
H -1.60 12.26 47.81 0.2882
H 0.01 12.14 47.21 0.3159
H -1.25 12.61 46.06 0.2318

***

Entry 3:
127
Properties=species:S:1:pos:R:3:mulliken_charge:R:1 method="wB97M-V/def2-TZVPD" e_lumo_ha=-0.3671 charge=+2
Y -1.73 -4.43 1.34 1.6832
C 1.35 -1.10 -0.09 -1.4516
C 0.02 -1.42 0.56 1.5457
C -1.09 -0.39 0.21 -0.8400
O -0.42 -2.76 0.38 -0.6988
H 2.16 -1.74 0.25 0.4712
H 1.75 -0.09 -0.05 0.0365
H 1.26 -1.16 -1.18 0.2313
H 0.09 -1.30 1.64 0.0114
H -1.94 -0.67 0.83 -0.0683
H -1.39 -0.38 -0.84 -0.1041
H -0.78 0.64 0.42 0.5280
C 5.82 0.64 -4.66 -1.4006
C 5.86 -0.87 -4.20 0.2921
C 5.19 -1.23 -2.91 -0.1345
O 6.01 -0.97 -1.76 -0.3876
C 5.39 -1.21 -0.52 -0.5917
N 5.48 -1.74 -5.33 -0.7359
H 4.79 0.95 -4.85 0.3005
H 6.41 0.82 -5.56 0.4747
H 6.39 1.17 -3.90 0.3129
H 6.91 -1.06 -4.00 0.2205
H 4.82 -2.26 -2.86 0.4668
H 4.34 -0.56 -2.80 -0.0253
H 4.55 -0.56 -0.28 0.0055
H 6.11 -1.13 0.30 0.3173
H 4.99 -2.22 -0.45 0.4822
H 5.99 -1.42 -6.14 0.3054
H 4.53 -1.59 -5.65 0.2066
C 5.09 2.52 -0.57 -1.5797
C 3.66 2.59 -0.94 2.5132
C 2.97 3.97 -0.50 -0.9340
O 3.10 4.19 0.91 -0.3640
C 1.91 3.77 1.61 -0.4705
N 3.76 2.45 -2.37 -0.6817
H 5.51 1.54 -0.82 0.3322
H 5.02 2.78 0.48 0.4681
H 5.71 3.24 -1.12 0.3172
H 3.13 1.77 -0.46 -1.3549
H 1.94 4.05 -0.85 0.4077
H 3.41 4.72 -1.15 0.3951
H 2.05 3.87 2.68 0.2784
H 1.61 2.74 1.43 -0.0095
H 1.12 4.43 1.25 0.3586
H 2.88 2.38 -2.86 0.2727
H 4.25 1.59 -2.59 0.0350
C 5.49 -0.12 7.13 -1.3608
C 4.21 -0.89 6.83 0.6437
C 4.02 -1.35 5.34 -0.7833
O 3.66 -0.20 4.51 -0.3589
C 3.60 -0.50 3.17 -0.5400
N 4.17 -2.07 7.71 -0.6983
H 6.41 -0.54 7.54 0.3480
H 5.29 0.55 7.97 0.3274
H 5.72 0.54 6.30 0.3194
H 3.44 -0.19 7.19 0.2004
H 3.14 -1.96 5.11 0.3037
H 4.81 -1.97 4.93 0.3397
H 2.66 -1.06 3.13 0.1219
H 4.33 -1.23 2.82 0.3685
H 3.74 0.42 2.60 0.2798
H 4.87 -2.72 7.37 0.2674
H 3.31 -2.60 7.63 0.2296
C -3.89 -2.15 4.34 -1.6594
C -2.50 -2.00 3.72 0.5452
C -1.57 -1.18 4.60 -0.7454
O -1.12 -1.91 5.71 -0.4188
C -0.96 -1.20 6.91 -0.8756
N -1.97 -3.34 3.44 -0.3119
H -4.46 -2.84 3.72 0.4317
H -4.51 -1.25 4.29 0.4267
H -3.92 -2.59 5.33 0.4141
H -2.72 -1.51 2.77 -0.2198
H -2.05 -0.23 4.84 0.5462
H -0.66 -0.86 4.09 0.3944
H -0.89 -1.86 7.77 0.3126
H -1.74 -0.54 7.30 0.3542
H 0.00 -0.68 6.83 0.3263
H -1.14 -3.35 4.03 0.4760
H -2.55 -3.85 4.09 0.4154
C -2.03 -3.83 -4.28 -1.5792
C -1.07 -3.20 -3.27 0.1873
C -1.13 -1.67 -3.22 0.4825
O -1.10 -1.12 -4.57 -0.3769
C 0.19 -0.81 -5.12 -0.7471
N -1.32 -3.89 -2.04 -0.6212
H -1.87 -4.91 -4.22 0.4543
H -1.82 -3.62 -5.33 0.3308
H -3.09 -3.66 -4.10 0.3619
H -0.03 -3.35 -3.54 0.3174
H -0.27 -1.30 -2.65 -0.3070
H -2.06 -1.31 -2.79 -0.0492
H 0.05 -0.40 -6.12 0.3482
H 0.73 -1.76 -5.20 0.3070
H 0.77 -0.03 -4.64 0.2494
H -2.32 -3.88 -1.88 0.4382
H -0.96 -3.31 -1.29 0.3497
C -4.43 3.54 -3.34 -1.5986
C -4.54 2.05 -2.73 1.9125
C -3.85 1.91 -1.36 -0.9294
C -4.59 2.63 -0.24 -0.8612
C -6.00 2.08 -0.10 -1.1948
C -6.76 2.07 -1.43 1.2098
N -5.95 1.55 -2.56 0.3566
O -6.64 1.49 -3.76 -0.4643
C -8.01 1.14 -1.28 -1.9029
C -7.29 3.53 -1.55 -1.5526
C -3.95 1.01 -3.69 -2.3820
H -5.27 3.57 -4.05 0.4495
H -3.50 3.68 -3.89 0.4229
H -4.78 4.28 -2.62 0.2741
H -3.71 0.86 -1.10 0.2195
H -2.89 2.39 -1.49 0.4898
H -4.75 3.67 -0.50 0.3452
H -4.06 2.46 0.70 0.3693
H -6.55 2.62 0.67 0.4722
H -5.83 1.03 0.18 0.3327
H -8.54 1.26 -2.22 0.4610
H -7.99 0.05 -1.25 0.3642
H -8.63 1.39 -0.42 0.4015
H -7.89 3.62 -2.45 0.3853
H -7.98 3.84 -0.77 0.4457
H -6.54 4.31 -1.72 0.2755
H -2.87 0.90 -3.71 0.5075
H -4.14 1.17 -4.75 0.4015
H -4.29 0.02 -3.38 0.4473
H -6.65 0.56 -4.00 0.3390

***

no.,E_tot (eV),Kohn-Sham gap (eV),HOMO level (Eh)
1,-55860.2814,8.10,-0.2973
2,-67225.5634,9.76,-0.3357
3,-58788.9211,1.77,-0.4319